Entry from OMol25: a single C18H20ClN3S molecule at a distorted geometry (wB97M-V/def2-TZVPD).

Properties
Electronic energy in eV: -46815.5737
SMILES: CN(C)CCNCC1=Nc2ccccc2Sc2ccc(Cl)cc21
E_LUMO in Ha: 0.0061
Charge: 0
E_HOMO in eV: -7.854
Kohn-Sham gap in Ha: 0.295
Energy above the lowest of the compared OMol25 structures with the same formula, charge and spin in kcal per mole: 80.7

The geometry in XYZ format:
```
43
C18H20ClN3S, DFT wB97M-V/def2-TZVPD
Cl -1.44 3.92 -2.42
N 0.21 -1.91 -0.39
S -2.47 -1.03 1.23
C 0.23 -0.65 -0.20
C -1.76 -4.76 -1.45
C -3.10 -4.53 -0.95
C -2.92 2.09 -1.09
C -0.76 -3.75 -1.40
C -3.35 -3.36 -0.24
C -3.20 1.00 -0.26
C -0.57 1.46 -1.23
C -1.65 2.32 -1.58
C -0.98 -2.60 -0.60
C -2.28 -2.42 0.04
C -2.12 0.18 0.05
C -0.83 0.39 -0.43
N 3.98 3.41 2.79
N 1.59 1.05 1.14
C 4.16 4.77 2.20
C 5.03 2.86 3.70
C 1.70 -0.06 0.10
C 2.68 2.80 2.49
C 2.82 1.74 1.34
H -1.66 -5.61 -2.05
H -3.89 -5.27 -1.06
H -3.73 2.77 -1.22
H 0.24 -3.97 -1.84
H -4.37 -3.26 0.09
H -4.20 0.87 0.24
H 0.37 1.74 -1.53
H 1.37 0.59 1.98
H 3.73 4.71 1.16
H 5.22 4.92 2.13
H 3.79 5.65 2.79
H 5.52 1.98 3.28
H 4.54 2.54 4.61
H 5.71 3.64 4.07
H 2.10 0.21 -0.87
H 2.28 -0.80 0.54
H 2.06 2.31 3.33
H 1.96 3.59 2.17
H 3.62 1.02 1.71
H 3.13 2.21 0.36
```